{
  "formula": "CHClNO2S",
  "method": "ωB97M-V with the def2-TZVPD basis set",
  "elements": ["C", "N", "O", "O", "S", "Cl", "H"],
  "positions_angstrom": [[-1.463214, -0.116909, -0.429409], [-0.733866, -0.253739, 0.514554], [3.156518, -0.014663, 0.599153], [0.705897, 0.129474, 0.228062], [1.892501, -0.007355, 1.140172], [-1.108576, 0.761076, -1.893337], [-2.449259, -0.497883, -0.159196]],
  "forces_ev_per_angstrom": [[-1.956, 2.227, -4.854], [3.067, -1.773, 5.293], [1.838, 0.194, -1.929], [0.616, 0.564, -1.996], [-2.758, -0.334, 3.047], [-0.598, -1.043, 0.946], [-0.210, 0.166, -0.507]],
  "homo_ev": -16.55,
  "energy_ha": -1101.8809,
  "total_charge": 1,
  "e_above_lowest_kcal_mol": 54.59
}